Formula: C2H3NO3
Source: the OMol25 dataset
Level of theory: ωB97M-V with the def2-TZVPD basis set

Last column: Löwdin charge in e.
Atoms and positions in Å:
1 C 1.001 -0.954 0.273  -0.162
2 C 0.187 0.567 -0.206  -0.022
3 N -1.267 0.450 -0.093  -0.478
4 O 0.383 -1.867 0.635  0.114
5 O -1.601 0.355 1.065  0.071
6 O -1.946 0.391 -1.050  0.111
7 H 2.025 -0.942 -0.041  0.103
8 H 0.577 1.154 0.664  0.119
9 H 0.639 0.845 -1.247  0.145

Cartesian forces (eV/Å) of the 6 atoms listed first:
C -2.5 3.2 -2.5
C 3.9 -1.4 0.0
N 2.6 -0.2 1.9
O -0.5 -1.5 1.1
O -1.0 0.0 0.7
O -1.7 -0.1 -2.3

Values from the calculation:
M in g mol⁻¹: 89.0
DFT total energy in Ha: -358.33159
ΔE to the lowest compared entry with this formula, charge and spin in eV: 5.3901
Largest force on an atom in eV/A: 4.78

=====

Formula: C29H33Br3N8O16
Source: the OMol25 dataset
Level of theory: ωB97M-V with the def2-TZVPD basis set

Last column: Löwdin charge in e.
Atoms and positions in Å:
1 C 1.050 1.280 5.834  0.027
2 N 2.350 1.906 5.457  -0.414
3 O 3.199 1.124 5.007  0.047
4 O 2.515 3.114 5.672  0.051
5 H 0.158 1.805 5.492  0.099
6 H 1.001 0.913 6.859  0.101
7 H 1.040 0.330 5.300  0.089
8 C -8.292 -0.468 1.010  0.041
9 N -8.760 0.842 0.504  -0.451
10 O -7.927 1.703 0.220  0.048
11 O -9.955 1.032 0.393  0.058
12 H -7.270 -0.284 1.342  0.097
13 H -8.390 -1.092 0.122  0.107
14 H -8.844 -0.860 1.864  0.099
15 C 7.790 -6.126 -2.201  0.037
16 N 6.672 -5.147 -2.392  -0.443
17 O 6.803 -4.328 -3.260  0.069
18 O 5.580 -5.513 -1.962  0.045
19 H 7.468 -6.889 -1.493  0.099
20 H 8.587 -5.553 -1.728  0.091
21 H 8.283 -6.345 -3.149  0.102
22 C -0.625 -3.905 0.302  0.040
23 N -0.700 -2.460 0.729  -0.422
24 O -1.644 -2.113 1.488  0.022
25 O 0.284 -1.811 0.511  0.074
26 H -1.077 -4.147 -0.660  0.101
27 H -1.114 -4.466 1.098  0.089
28 H 0.399 -4.226 0.494  0.096
29 C 4.197 3.137 -4.621  -0.086
30 C 3.668 1.868 -4.465  -0.053
31 C 3.196 1.209 -5.614  0.002
32 C 3.241 1.849 -6.841  -0.167
33 C 3.759 3.134 -6.938  -0.009
34 C 4.189 3.814 -5.822  -0.072
35 N 2.722 1.124 -7.976  -0.324
36 O 2.797 -0.110 -7.952  0.082
37 O 2.206 1.880 -8.828  0.063
38 H 4.500 3.608 -3.697  0.105
39 H 3.629 1.239 -3.588  0.109
40 H 2.637 0.294 -5.488  0.121
41 H 3.762 3.754 -7.823  0.120
42 H 4.660 4.784 -5.884  0.111
43 C -6.380 4.177 -6.315  -0.052
44 C -5.201 3.624 -6.864  -0.073
45 C -4.633 2.474 -6.313  -0.008
46 C -5.514 1.620 -5.612  -0.121
47 C -6.806 1.984 -5.304  -0.017
48 C -7.153 3.357 -5.442  -0.042
49 N -5.023 0.260 -5.024  -0.272
50 O -5.823 -0.545 -4.440  0.016
51 O -3.849 -0.129 -5.236  0.037
52 H -6.736 5.174 -6.527  0.101
53 H -4.531 4.222 -7.463  0.102
54 H -3.662 2.070 -6.559  0.114
55 H -7.449 1.215 -4.902  0.113
56 H -8.116 3.655 -5.054  0.101
57 C 4.618 -4.869 11.331  -0.082
58 C 3.666 -5.873 11.296  -0.067
59 C 2.802 -5.988 10.172  0.035
60 C 3.031 -5.155 9.000  -0.134
61 C 4.067 -4.251 9.029  -0.018
62 C 4.842 -4.147 10.167  -0.083
63 N 2.230 -5.318 7.800  -0.399
64 O 2.664 -4.954 6.759  0.114
65 O 1.171 -5.822 8.042  0.089
66 H 5.281 -4.748 12.175  0.107
67 H 3.536 -6.430 12.213  0.102
68 H 2.157 -6.848 10.073  0.108
69 H 4.485 -3.701 8.198  0.123
70 H 5.624 -3.406 10.244  0.106
71 C -0.027 6.431 0.501  -0.088
72 C -1.286 6.770 -0.007  -0.066
73 C -1.643 8.119 -0.110  -0.012
74 C -0.933 9.097 0.609  -0.119
75 C 0.324 8.743 1.277  0.045
76 C 0.748 7.367 1.166  -0.066
77 N -1.360 10.503 0.660  -0.352
78 O -2.558 10.682 0.459  0.061
79 O -0.661 11.396 1.113  0.070
80 H 0.241 5.390 0.396  0.104
81 H -1.946 6.045 -0.461  0.105
82 H -2.565 8.362 -0.616  0.113
83 H 1.004 9.484 1.671  0.104
84 H 1.675 7.001 1.582  0.100
85 C -1.626 -11.470 -2.412  -1.513
86 Br 0.159 -11.168 -1.538  0.471
87 Br -2.515 -9.704 -2.777  0.506
88 Br -2.500 -12.423 -1.032  0.548
89 H -1.580 -12.170 -3.246  -0.013

Cartesian forces (eV/Å) of the 6 atoms listed first:
C -0.6 -1.7 -0.9
N 1.0 0.4 0.4
O -1.1 1.5 0.6
O -0.3 -1.9 -0.5
H 0.5 0.6 0.4
H 0.3 1.0 0.2

Values from the calculation:
M in g mol⁻¹: 989.3
DFT total energy in Ha: -10487.85790
ΔE to the lowest compared entry with this formula, charge and spin in eV: 1.9808
Largest force on an atom in eV/A: 3.89

=====

Formula: C18H28AgN4NbO5
Source: the OMol25 dataset
Level of theory: ωB97M-V with the def2-TZVPD basis set

Last column: Löwdin charge in e.
Atoms and positions in Å:
1 N 1.978 -0.387 -0.388  -0.046
2 C 3.000 -0.737 0.169  -0.343
3 O 3.993 -1.062 0.726  0.220
4 Ag 0.601 1.023 -3.850  0.879
5 Nb 0.055 0.021 -0.825  1.932
6 N -0.493 -1.618 -1.896  -0.231
7 N -0.102 1.740 -1.975  -0.368
8 C -0.254 -3.054 -1.616  -0.640
9 C 0.533 3.101 -1.874  -0.663
10 C 0.896 -3.526 -2.511  -0.022
11 C -1.524 -3.846 -1.956  -0.034
12 C 0.077 -3.321 -0.150  -0.055
13 C 0.255 3.918 -3.143  -0.039
14 C -0.060 3.924 -0.729  -0.032
15 C 2.021 2.855 -1.659  -0.049
16 H 0.624 -3.475 -3.571  0.083
17 H 1.123 -4.574 -2.278  0.112
18 H 1.806 -2.931 -2.357  0.086
19 H -2.398 -3.400 -1.466  0.103
20 H -1.414 -4.883 -1.612  0.111
21 H -1.707 -3.887 -3.036  0.087
22 H 0.981 -2.804 0.193  0.063
23 H 0.264 -4.400 -0.025  0.112
24 H -0.765 -3.060 0.503  0.087
25 H 0.676 3.468 -4.051  0.067
26 H 0.718 4.912 -3.048  0.118
27 H -0.820 4.059 -3.302  0.097
28 H -1.101 4.204 -0.953  0.093
29 H 0.545 4.843 -0.627  0.120
30 H -0.026 3.357 0.206  0.070
31 H 2.177 2.298 -0.726  0.071
32 H 2.551 3.815 -1.602  0.115
33 H 2.492 2.273 -2.463  0.071
34 C -1.586 1.709 -1.890  -0.133
35 H -1.919 0.705 -1.505  0.068
36 H -1.986 2.504 -1.247  0.103
37 H -2.037 1.786 -2.891  0.109
38 C -1.198 -1.426 -3.179  -0.138
39 H -2.295 -1.444 -3.054  0.115
40 H -0.933 -0.479 -3.693  0.018
41 H -0.882 -2.222 -3.867  0.089
42 O -0.217 1.372 0.995  -0.087
43 C -0.332 0.333 1.735  -0.483
44 O -0.393 -0.782 1.075  -0.161
45 C -0.314 0.242 3.209  -0.121
46 C 0.246 -0.930 3.733  0.014
47 C 0.323 -1.125 5.106  0.052
48 C -0.180 -0.149 5.986  -0.113
49 C -0.780 1.016 5.462  0.049
50 C -0.842 1.218 4.086  0.030
51 N -0.124 -0.372 7.392  -0.301
52 O 0.401 -1.433 7.805  0.091
53 O -0.604 0.483 8.171  0.099
54 H 0.647 -1.701 3.077  0.127
55 H 0.768 -2.019 5.536  0.133
56 H -1.175 1.744 6.170  0.135
57 H -1.294 2.122 3.680  0.131

Cartesian forces (eV/Å) of the 6 atoms listed first:
N -2.1 0.7 -1.0
C 2.8 -0.9 1.6
O -2.8 0.9 -1.6
Ag 0.7 -0.3 -1.0
Nb 2.4 -2.3 1.0
N 0.5 3.1 0.7

Values from the calculation:
M in g mol⁻¹: 581.2
Charge: +2
DFT total energy in Ha: -1501.21226
ΔE to the lowest compared entry with this formula, charge and spin in eV: 0.0000
Largest force on an atom in eV/A: 4.51

=====

Formula: C4H7N3O
Source: the OMol25 dataset
Level of theory: ωB97M-V with the def2-TZVPD basis set

Last column: Löwdin charge in e.
Atoms and positions in Å:
1 C -0.230 1.647 -0.011  -0.074
2 C -1.574 -1.155 0.116  -0.231
3 C 1.900 0.030 -0.063  -0.008
4 C 0.497 0.452 0.503  -0.312
5 H -0.305 2.623 0.431  0.114
6 H 0.072 1.617 -1.025  0.099
7 H -2.055 -2.133 0.133  0.123
8 H -0.169 -2.252 -0.664  0.082
9 H 2.443 0.640 -0.788  0.105
10 H 2.453 -0.575 0.546  0.059
11 H 0.504 -0.012 1.652  0.205
12 N -2.204 -0.115 -0.038  0.075
13 N -0.196 -1.551 0.004  0.001
14 N 0.569 -0.456 -0.579  -0.084
15 O -1.705 1.240 -0.217  -0.152

Cartesian forces (eV/Å) of the 6 atoms listed first:
C -2.2 -2.0 -0.2
C 3.1 -3.1 -1.1
C -3.5 1.2 -1.1
C 3.1 1.2 2.6
H 0.2 0.1 0.5
H 0.7 1.0 -1.0

Values from the calculation:
M in g mol⁻¹: 113.1
DFT total energy in Ha: -395.88597
ΔE to the lowest compared entry with this formula, charge and spin in eV: 7.1413
Largest force on an atom in eV/A: 4.48

=====

Formula: C4H7NOS
Source: the OMol25 dataset
Level of theory: ωB97M-V with the def2-TZVPD basis set

Last column: Löwdin charge in e.
Atoms and positions in Å:
1 C 0.301 -0.108 0.386  -0.408
2 C 0.193 1.382 0.736  -0.406
3 C -0.612 -1.069 0.831  -0.029
4 C -0.656 -2.421 0.214  -0.321
5 H 2.284 0.375 -0.230  0.122
6 H 1.894 -1.151 -0.912  0.138
7 H -0.865 1.516 1.134  0.082
8 H 1.009 1.944 1.331  0.088
9 H 1.188 1.706 -1.532  -0.160
10 H -1.467 -0.783 1.439  0.106
11 H 0.107 -2.817 -0.593  0.137
12 N 1.484 -0.348 -0.318  0.015
13 O -1.632 -3.051 0.414  0.035
14 S 0.197 2.460 -0.921  0.601

Cartesian forces (eV/Å) of the 6 atoms listed first:
C 0.7 -0.8 0.9
C -0.9 1.3 -0.7
C 2.4 1.5 -1.9
C 1.6 1.8 -0.9
H -2.4 -1.5 0.0
H -2.0 1.4 1.9

Values from the calculation:
M in g mol⁻¹: 117.2
DFT total energy in Ha: -684.72218
ΔE to the lowest compared entry with this formula, charge and spin in eV: 2.3100
Largest force on an atom in eV/A: 3.47

=====

Formula: CH5S2
Source: the OMol25 dataset
Level of theory: ωB97M-V with the def2-TZVPD basis set

Last column: Löwdin charge in e.
Atoms and positions in Å:
1 S 2.337 0.303 1.151  -0.267
2 H 2.127 -0.872 1.822  -0.413
3 C -0.899 -0.047 -0.932  -0.566
4 S -1.039 -0.161 0.888  0.429
5 H -0.952 1.033 -1.286  0.031
6 H -1.694 -0.521 -1.510  -0.003
7 H 0.082 -0.495 -1.244  0.014
8 H 0.038 0.760 1.111  -0.224

Cartesian forces (eV/Å) of the 6 atoms listed first:
S 0.3 -0.3 0.3
H 0.0 0.6 -0.3
C 0.9 1.0 -0.8
S 0.1 1.1 -0.5
H 0.3 -1.2 0.6
H -0.1 -0.4 0.6

Values from the calculation:
M in g mol⁻¹: 81.2
Charge: -1
DFT total energy in Ha: -837.48796
ΔE to the lowest compared entry with this formula, charge and spin in eV: 0.4010
Largest force on an atom in eV/A: 1.61

=====

Formula: C33H52Cl27FNO2P
Source: the OMol25 dataset
Level of theory: ωB97M-V with the def2-TZVPD basis set

Last column: Löwdin charge in e.
Atoms and positions in Å:
1 C 2.616 -2.608 0.557  -0.012
2 C 1.578 -1.741 0.151  -0.156
3 C 1.787 -0.185 -0.220  -0.041
4 C 2.170 0.827 0.930  -0.080
5 C 2.298 0.332 2.430  -0.118
6 C 0.884 0.621 3.193  -0.288
7 C -0.102 -0.604 2.776  -0.060
8 F 1.043 0.489 4.631  -0.086
9 C 2.392 2.333 0.610  -0.227
10 P 2.826 3.750 1.715  0.995
11 C 3.489 3.360 3.418  -0.431
12 C 2.308 3.294 4.547  -0.162
13 C 4.178 4.894 0.961  -0.404
14 C 3.970 6.425 1.397  -0.167
15 C 2.167 2.694 -0.909  -0.029
16 C 1.795 1.716 -2.044  0.023
17 C 1.591 0.210 -1.700  -0.098
18 C 1.248 -0.742 -2.920  -0.559
19 Cl -0.205 -1.862 -2.595  0.560
20 C 2.502 -1.513 -3.572  -0.232
21 C 3.761 -1.720 -2.609  -0.124
22 C 1.701 2.508 -3.413  -0.313
23 O 1.131 2.275 -4.499  0.049
24 N 2.480 3.727 -3.082  0.127
25 C 2.222 4.078 -1.671  -0.353
26 O 2.056 5.265 -1.316  0.038
27 H 3.704 -2.446 0.270  0.075
28 H 2.366 -3.505 1.211  -0.028
29 H 0.502 -2.117 0.117  0.079
30 H 3.203 0.710 3.003  0.076
31 H 2.388 -0.820 2.474  0.101
32 H 0.419 1.609 2.871  0.132
33 H -0.516 -0.496 1.720  0.056
34 H -0.975 -0.593 3.534  0.094
35 H 0.430 -1.610 2.952  0.085
36 H 4.107 4.287 3.741  0.087
37 H 4.228 2.491 3.502  -0.004
38 H 1.278 3.210 4.032  0.051
39 H 2.484 2.477 5.320  0.070
40 H 2.271 4.316 5.086  0.077
41 H 5.156 4.547 1.475  0.077
42 H 4.340 4.721 -0.151  0.069
43 H 3.485 7.087 0.611  0.073
44 H 3.320 6.401 2.354  0.063
45 H 5.001 6.810 1.745  0.078
46 H 0.854 -0.054 -3.762  0.086
47 H 2.182 -2.503 -4.070  0.113
48 H 2.868 -0.853 -4.450  0.117
49 H 3.553 -2.625 -1.952  0.058
50 H 4.644 -2.029 -3.293  0.085
51 H 4.111 -0.790 -2.055  0.082
52 H 2.298 4.455 -3.788  0.141
53 C -2.562 -4.485 -2.605  -1.039
54 Cl -3.067 -3.725 -1.090  0.533
55 Cl -2.470 -6.241 -2.439  0.488
56 H -3.286 -4.241 -3.381  -0.013
57 H -1.581 -4.104 -2.882  -0.031
58 C -3.819 -0.215 -1.176  -1.043
59 Cl -2.274 0.488 -0.686  0.503
60 Cl -5.174 0.611 -0.393  0.530
61 H -3.924 -0.120 -2.255  -0.036
62 H -3.835 -1.265 -0.894  -0.046
63 C 6.820 0.310 4.157  -0.997
64 Cl 6.155 0.675 2.560  0.529
65 Cl 6.185 1.415 5.382  0.502
66 H 6.551 -0.709 4.428  0.029
67 H 7.904 0.409 4.120  0.030
68 C -2.905 1.618 -5.229  -0.993
69 Cl -3.837 2.647 -4.134  0.522
70 Cl -2.463 0.096 -4.449  0.532
71 H -3.505 1.405 -6.113  0.030
72 H -1.995 2.143 -5.518  0.025
73 C -3.048 -5.288 2.286  -1.049
74 Cl -1.677 -4.298 1.772  0.476
75 Cl -2.977 -5.630 4.020  0.516
76 H -3.972 -4.754 2.069  -0.071
77 H -3.029 -6.230 1.738  0.036
78 C -8.874 1.194 0.166  -1.040
79 Cl -9.545 1.563 -1.427  0.495
80 Cl -9.487 2.310 1.392  0.498
81 H -9.153 0.178 0.440  0.029
82 H -7.789 1.279 0.121  -0.034
83 C -1.185 5.551 -3.516  -1.027
84 Cl -0.768 6.145 -5.128  0.506
85 Cl -2.730 6.215 -2.969  0.533
86 H -1.259 4.465 -3.548  0.005
87 H -0.405 5.848 -2.817  0.017
88 C -6.231 -6.886 -4.420  -1.005
89 Cl -4.861 -5.896 -4.938  0.500
90 Cl -6.156 -7.229 -2.688  0.503
91 H -7.155 -6.351 -4.634  0.028
92 H -6.214 -7.827 -4.968  0.029
93 C -1.312 -7.177 -6.760  -1.012
94 Cl -1.056 -8.431 -5.540  0.503
95 Cl -1.754 -5.638 -6.012  0.487
96 H -0.392 -7.043 -7.327  0.027
97 H -2.114 -7.490 -7.426  0.028
98 C 4.003 -5.832 3.045  -1.007
99 Cl 2.366 -5.438 2.508  0.546
100 Cl 5.074 -6.128 1.671  0.503
101 H 4.395 -4.998 3.626  0.028
102 H 3.966 -6.727 3.664  0.027
103 C -6.633 -5.076 4.316  -1.025
104 Cl -6.247 -4.478 2.697  0.553
105 Cl -8.185 -4.445 4.878  0.511
106 H -6.683 -6.164 4.288  0.031
107 H -5.852 -4.760 5.005  0.014
108 C -4.780 9.141 -3.926  -1.050
109 Cl -5.451 9.730 -2.400  0.496
110 Cl -4.517 10.469 -5.063  0.496
111 H -3.827 8.651 -3.728  -0.029
112 H -5.476 8.430 -4.368  0.029
113 C 6.551 2.326 9.607  -1.023
114 Cl 4.910 2.726 9.087  0.499
115 Cl 7.604 2.021 8.220  0.474
116 H 6.954 3.160 10.180  0.026
117 H 6.518 1.433 10.229  0.027

Cartesian forces (eV/Å) of the 6 atoms listed first:
C -2.0 1.5 -0.6
C 1.9 -0.2 0.6
C 0.2 0.9 -1.0
C 0.0 0.8 -2.5
C -0.9 -0.8 0.3
C -0.1 -2.2 -1.0

Values from the calculation:
M in g mol⁻¹: 1502.0
DFT total energy in Ha: -14359.96022
ΔE to the lowest compared entry with this formula, charge and spin in eV: 7.4027
Largest force on an atom in eV/A: 4.75

=====

Formula: C6H22N2O5
Source: the OMol25 dataset
Level of theory: ωB97M-V with the def2-TZVPD basis set

Last column: Löwdin charge in e.
Atoms and positions in Å:
1 C -1.190 -4.083 -0.382  -0.077
2 C -2.083 -3.155 -1.167  -0.280
3 O -1.447 -1.857 -1.190  -0.118
4 H -0.944 -3.765 0.643  0.087
5 H -0.267 -4.068 -0.865  0.049
6 H -1.664 -5.125 -0.385  0.111
7 H -3.086 -3.138 -0.792  0.100
8 H -2.307 -3.437 -2.210  0.119
9 H -2.125 -1.206 -1.384  0.081
10 C 0.420 1.177 2.549  -0.669
11 O 1.717 0.800 2.712  -0.091
12 N -0.080 2.300 2.960  0.128
13 N -0.418 0.548 1.805  0.179
14 H 0.527 2.936 3.601  0.192
15 H -1.032 2.464 3.060  0.096
16 H 0.026 -0.276 1.347  0.080
17 H -1.321 0.854 1.443  0.128
18 C 1.786 -0.870 -0.240  -0.171
19 O 0.771 -1.513 0.417  -0.119
20 H 2.768 -1.217 -0.011  0.070
21 H 1.759 0.282 -0.151  0.084
22 H 1.799 -1.185 -1.322  0.100
23 H 0.092 -1.818 -0.144  0.006
24 C 2.029 3.137 0.377  -0.146
25 O 0.706 3.593 0.651  -0.113
26 H 2.573 2.872 1.289  0.086
27 H 2.528 3.973 -0.094  0.073
28 H 2.025 2.388 -0.372  0.030
29 H 0.488 3.112 1.412  -0.042
30 C -0.586 0.904 -1.921  -0.178
31 O -1.458 1.592 -2.824  -0.152
32 H -0.333 -0.045 -2.443  0.072
33 H -1.083 0.682 -0.899  0.087
34 H 0.410 1.453 -1.751  0.087
35 H -1.013 1.695 -3.720  0.112

Cartesian forces (eV/Å) of the 6 atoms listed first:
C -1.8 -1.2 0.4
C 0.0 0.4 -0.5
O -0.7 -0.7 0.2
H -0.7 0.0 -0.2
H 1.7 -0.6 -1.0
H 0.9 1.4 0.1

Values from the calculation:
M in g mol⁻¹: 202.3
DFT total energy in Ha: -727.40991
ΔE to the lowest compared entry with this formula, charge and spin in eV: 0.1128
Largest force on an atom in eV/A: 7.72

=====

Q: DFT total energy of number 6 (CH5S2)?
A: -837.48796 Ha